This record from the Open Molecules 2025 dataset describes a 15-piece molecular cluster, C30H90O15 overall in a non-equilibrium geometry. The level of theory is the ωB97M-V functional and the def2-TZVPD basis.

Each atom is followed by the atoms it is bonded to, with distances in Å.
Element x y z (Å)
1 C -4.58675 1.09760 1.47680  C2 1.507, H4 1.091, H5 1.092, H6 1.091
2 C -5.68988 1.23077 0.45867  C1 1.507, O3 1.425, H7 1.094, H8 1.097
3 O -6.84762 1.85692 1.00557  C2 1.425, H9 0.961
4 H -4.22721 2.07752 1.79589  C1 1.091
5 H -3.72642 0.61906 1.00368  C1 1.092
6 H -4.87178 0.55667 2.38008  C1 1.091
7 H -5.99876 0.26893 0.03934  C2 1.094
8 H -5.25638 1.83271 -0.34991  C2 1.097
9 H -7.46097 2.01332 0.28271  O3 0.961
10 C -2.18364 4.29269 2.79542  C11 1.530, H13 1.089, H14 1.092, H15 1.093
11 C -2.45867 5.78088 2.57346  C10 1.530, O12 1.423, H16 1.088, H17 1.093
12 O -3.71303 6.12150 3.15304  C11 1.423, H18 0.963
13 H -3.10515 3.75477 2.57643  C10 1.089
14 H -1.88293 4.05876 3.81931  C10 1.092
15 H -1.40199 3.92285 2.12704  C10 1.093
16 H -2.48970 5.94622 1.49814  C11 1.088
17 H -1.65073 6.38009 3.00167  C11 1.093
18 H -3.68231 5.82328 4.06767  O12 0.963
19 C -3.31414 -2.99986 2.98261  C20 1.523, H22 1.090, H23 1.092, H24 1.090
20 C -1.97759 -2.28474 2.83588  C19 1.523, O21 1.415, H25 1.097, H26 1.095
21 O -1.81314 -1.89710 1.48514  C20 1.415, H27 0.978
22 H -3.42823 -3.84422 2.30213  C19 1.090
23 H -4.14709 -2.33228 2.75203  C19 1.092
24 H -3.41710 -3.33707 4.01427  C19 1.090
25 H -1.17602 -2.94752 3.18450  C20 1.097
26 H -1.92376 -1.45494 3.54814  C20 1.095
27 H -0.96927 -1.40805 1.41894  O21 0.978
28 C -3.70422 1.65079 -4.06678  C29 1.524, H31 1.093, H32 1.093, H33 1.089
29 C -3.13900 0.75002 -2.97475  C28 1.524, O30 1.430, H34 1.099, H35 1.094
30 O -4.13437 -0.25421 -2.76212  C29 1.430, H36 0.975
31 H -2.95507 2.38271 -4.37825  C28 1.093
32 H -4.54707 2.22204 -3.66803  C28 1.093
33 H -4.14444 1.10304 -4.89826  C28 1.089
34 H -3.08417 1.30255 -2.02596  C29 1.099
35 H -2.18088 0.27193 -3.19904  C29 1.094
36 H -3.90218 -0.70938 -1.93215  O30 0.975
37 C 0.58949 4.84938 -0.18168  C38 1.518, H40 1.091, H41 1.090, H42 1.094
38 C 0.69641 6.09038 0.68579  C37 1.518, O39 1.421, H43 1.098, H44 1.091
39 O 2.05856 6.46922 0.82502  C38 1.421, H45 0.982
40 H 1.17647 3.99559 0.16061  C37 1.091
41 H 0.97947 5.11436 -1.16480  C37 1.090
42 H -0.43648 4.47786 -0.26350  C37 1.094
43 H 0.30309 5.96747 1.70319  C38 1.098
44 H 0.18107 6.95215 0.25837  C38 1.091
45 H 2.49309 5.99570 1.56691  O39 0.982
46 C 2.58731 -0.74756 5.49546  C47 1.527, H49 1.090, H50 1.090, H51 1.091
47 C 1.35416 -1.35165 4.82791  C46 1.527, O48 1.418, H52 1.091, H53 1.096
48 O 0.39838 -1.75408 5.79464  C47 1.418, H54 0.960
49 H 3.24666 -0.36643 4.71540  C46 1.090
50 H 3.05518 -1.51924 6.10723  C46 1.090
51 H 2.27912 0.03920 6.18635  C46 1.091
52 H 1.67450 -2.19151 4.20969  C47 1.091
53 H 0.93506 -0.61982 4.12786  C47 1.096
54 H -0.11768 -0.99402 6.07236  O48 0.960
55 C -0.95852 -2.30484 -2.67062  C56 1.514, H58 1.089, H59 1.090, H60 1.093
56 C 0.00060 -3.42135 -3.02676  C55 1.514, O57 1.425, H61 1.094, H62 1.095
57 O -0.12821 -3.74204 -4.40959  C56 1.425, H63 0.958
58 H -1.96914 -2.57215 -2.97522  C55 1.089
59 H -0.64986 -1.37546 -3.14862  C55 1.090
60 H -0.97503 -2.05586 -1.60677  C55 1.093
61 H -0.11478 -4.31777 -2.40977  C56 1.094
62 H 1.02041 -3.05124 -2.87883  C56 1.095
63 H -0.06868 -4.69026 -4.53466  O57 0.958
64 C -0.28323 0.89425 -0.10972  C65 1.525, H67 1.089, H68 1.091, H69 1.092
65 C 0.90541 0.01073 0.25415  C64 1.525, O66 1.436, H70 1.092, H71 1.099
66 O 0.64783 -0.61456 1.52093  C65 1.436, H72 0.977
67 H -1.15364 0.25593 -0.25757  C64 1.089
68 H -0.05158 1.45144 -1.01844  C64 1.091
69 H -0.46062 1.61079 0.69478  C64 1.092
70 H 1.84872 0.56002 0.27829  C65 1.092
71 H 0.93119 -0.76309 -0.52571  C65 1.099
72 H 1.51223 -0.94267 1.83729  O66 0.977
73 C 3.53179 -3.45969 -1.79824  C74 1.512, H76 1.091, H77 1.089, H78 1.090
74 C 3.22688 -4.64436 -2.68762  C73 1.512, O75 1.428, H79 1.095, H80 1.095
75 O 4.47656 -5.28393 -2.94870  C74 1.428, H81 0.959
76 H 3.96343 -3.80457 -0.85718  C73 1.091
77 H 2.62301 -2.91022 -1.55634  C73 1.089
78 H 4.27296 -2.80774 -2.26049  C73 1.090
79 H 2.73596 -4.30737 -3.60655  C74 1.095
80 H 2.59963 -5.38920 -2.18583  C74 1.095
81 H 4.35883 -6.20836 -3.17491  O75 0.959
82 C -4.80058 -3.40608 -2.13847  C83 1.526, H85 1.089, H86 1.089, H87 1.091
83 C -3.81561 -3.37763 -0.97323  C82 1.526, O84 1.409, H88 1.097, H89 1.097
84 O -3.50658 -2.04422 -0.63992  C83 1.409, H90 0.981
85 H -4.27273 -3.08598 -3.03614  C82 1.089
86 H -5.65926 -2.78284 -1.89392  C82 1.089
87 H -5.17523 -4.41221 -2.33284  C82 1.091
88 H -2.92504 -3.94785 -1.26594  C83 1.097
89 H -4.27905 -3.92195 -0.14172  C83 1.097
90 H -2.91631 -2.03493 0.14369  O84 0.981
91 C 1.35454 3.44304 -3.57745  C92 1.505, H94 1.091, H95 1.092, H96 1.095
92 C -0.13488 3.26864 -3.45289  C91 1.505, O93 1.432, H97 1.097, H98 1.096
93 O -0.84934 4.05207 -4.41561  C92 1.432, H99 0.958
94 H 1.69710 4.41725 -3.22401  C91 1.091
95 H 1.69528 3.27916 -4.60173  C91 1.092
96 H 1.93669 2.69873 -3.02406  C91 1.095
97 H -0.53337 3.56480 -2.47412  C92 1.097
98 H -0.40203 2.20802 -3.52090  C92 1.096
99 H -1.19478 4.80915 -3.94041  O93 0.958
100 C 3.04901 2.80543 2.24848  C101 1.524, H103 1.089, H104 1.095, H105 1.095
101 C 2.65047 3.92351 3.20414  C100 1.524, O102 1.434, H106 1.090, H107 1.091
102 O 3.32382 5.12541 2.80460  C101 1.434, H108 0.964
103 H 3.01005 3.09198 1.19841  C100 1.089
104 H 2.44721 1.89844 2.36506  C100 1.095
105 H 4.08034 2.47204 2.40382  C100 1.095
106 H 2.82374 3.67306 4.25071  C101 1.090
107 H 1.59116 4.14357 3.06048  C101 1.091
108 H 4.25579 5.01147 3.02212  O102 0.964
109 C 3.65271 0.16896 -4.42381  C110 1.517, H112 1.098, H113 1.088, H114 1.097
110 C 2.56549 -0.30880 -3.47985  C109 1.517, O111 1.413, H115 1.093, H116 1.093
111 O 1.27043 0.10141 -3.86795  C110 1.413, H117 0.964
112 H 4.61627 -0.31058 -4.20794  C109 1.098
113 H 3.82568 1.24231 -4.44987  C109 1.088
114 H 3.50825 -0.23816 -5.43181  C109 1.097
115 H 2.82671 0.08859 -2.49603  C110 1.093
116 H 2.66118 -1.39548 -3.40748  C110 1.093
117 H 1.02119 -0.37630 -4.66688  O111 0.964
118 C 0.62278 -4.18047 0.81548  C119 1.517, H121 1.091, H122 1.088, H123 1.091
119 C 1.50138 -5.32030 1.29400  C118 1.517, O120 1.437, H124 1.096, H125 1.094
120 O 2.70582 -4.77216 1.85503  C119 1.437, H126 0.963
121 H -0.28732 -4.59677 0.38231  C118 1.091
122 H 1.08926 -3.49821 0.10824  C118 1.088
123 H 0.35204 -3.60307 1.70065  C118 1.091
124 H 1.74736 -6.02474 0.49077  C119 1.096
125 H 0.97029 -5.92036 2.03873  C119 1.094
126 H 3.25135 -5.51817 2.12500  O120 0.963
127 C 4.87611 -0.39607 1.58434  C128 1.509, H130 1.092, H131 1.093, H132 1.089
128 C 4.05463 -1.50468 0.97390  C127 1.509, O129 1.421, H133 1.096, H134 1.097
129 O 3.05724 -2.02156 1.84397  C128 1.421, H135 0.975
130 H 5.74211 -0.76212 2.14054  C127 1.092
131 H 4.28632 0.12089 2.34515  C127 1.093
132 H 5.23994 0.24157 0.77972  C127 1.089
133 H 4.76316 -2.29496 0.70213  C128 1.096
134 H 3.52546 -1.17470 0.07196  C128 1.097
135 H 2.99940 -2.98978 1.74411  O129 0.975

Electronic energy: -63278.8514 eV
Charge: 0
Strongest force on any atom: 1.47 eV/A
Orbital gap: 9.46 eV
Energy above the lowest of the compared OMol25 structures with the same formula, charge and spin: 429.9 kJ/mol

Löwdin population analysis, charges in e, atoms 1 to 4: -0.07 -0.32 -0.08 0.05